DFT (ωB97M-V with the def2-TZVPD basis set) results for a structure of composition C24H20N5ReS.

Results
- orbital gap (alpha / beta) (eV) = 6.3 / 6.4
- HOMO level (alpha / beta) (Ha) = -0.6048 / -0.6310
- total charge = +3
- LUMO (alpha / beta) (eV) = -10.14 / -10.80
- spin multiplicity = 4

Atoms and positions in Å:
Re 0.212 -0.933 -0.239
C 3.977 -2.005 -1.788
C 2.948 -2.055 -0.864
N 2.239 -0.963 -0.486
C 2.642 0.285 -0.894
C 3.660 0.408 -1.859
C 4.318 -0.776 -2.345
C 3.874 1.759 -2.331
C 3.126 2.789 -1.871
C 2.083 2.663 -0.918
C 1.867 1.364 -0.429
N 0.785 0.859 0.318
C 0.307 1.295 1.510
C 0.334 2.530 2.131
C 0.060 2.699 3.459
C -0.033 1.561 4.298
C 0.183 0.244 3.802
C 0.589 -0.913 4.520
C 0.776 -2.149 3.856
C 0.591 -2.188 2.450
N 0.398 -1.026 1.780
C 0.134 0.144 2.360
H 4.487 -2.922 -2.100
H 2.621 -3.011 -0.455
H 5.088 -0.657 -3.078
H 4.681 1.831 -3.041
H 3.260 3.824 -2.268
H 1.563 3.547 -0.481
H 0.576 3.352 1.482
H -0.025 3.669 3.879
H -0.121 1.655 5.399
H 0.758 -0.927 5.661
H 1.174 -3.004 4.339
H 0.699 -3.072 1.846
C -5.023 -0.072 -3.704
C -4.051 -0.594 -2.653
C -4.272 -0.729 -1.273
C -3.174 -0.786 -0.361
N -1.889 -0.952 -0.775
C -1.673 -1.005 -2.111
S -0.106 -1.217 -2.621
N -2.712 -0.801 -2.995
C -3.342 -0.671 1.109
H -5.943 -0.691 -3.710
H -4.537 -0.231 -4.757
H -5.266 0.964 -3.454
H -5.341 -0.686 -0.896
H -2.469 -0.629 -3.951
H -4.372 -0.867 1.469
H -3.052 0.368 1.343
H -2.611 -1.279 1.698

Forces on the atoms, in the same order (eV/Å):
0.6473 0.5324 -0.1369
0.7341 0.4081 -0.5565
-0.7236 0.3660 0.1896
1.0497 -1.0857 -0.4332
0.4942 -0.8871 -0.8810
-0.0749 0.6984 -0.0866
-0.9242 0.7446 1.3974
0.5940 -2.1288 0.0821
-0.5890 2.3545 -0.1305
0.2716 -1.0695 1.1333
-0.5013 0.9805 -0.7508
-0.5634 0.6866 -1.6277
0.0220 -1.0593 2.7540
0.1669 0.0772 -2.4875
-0.4700 -2.2814 1.9924
0.5522 0.7773 0.7734
-0.3398 0.3109 -1.4675
-0.1876 -1.1761 1.2179
-0.3114 1.8584 -1.4189
0.4340 1.6478 1.5496
-1.1445 -2.6750 -0.2343
1.1423 0.8993 2.3248
-0.2313 0.3632 0.2160
-0.0193 0.2096 -0.1057
0.3107 -0.1576 -0.4214
-0.0147 0.6520 -0.2481
0.2111 -1.0845 0.3053
0.3479 -0.8579 -0.8243
-0.0317 0.5547 0.1922
-0.0024 0.6617 0.3144
-0.0022 0.2534 -0.8490
-0.3310 0.4169 -2.0096
-0.0700 -0.6511 0.5802
0.0589 -0.2911 0.0288
1.2700 -1.9105 -1.2024
1.3103 0.1984 1.1999
-0.7095 0.3117 0.2367
-0.7199 -0.8292 -0.0806
-0.9051 0.1991 -1.2290
-2.5046 0.4717 -0.5344
1.2330 -0.3082 -0.4905
-0.6130 0.4109 1.0518
0.0717 0.1047 0.8039
0.3933 0.4340 0.1820
-0.9956 0.7379 1.8817
0.0665 -0.0792 -0.2822
1.6318 0.0914 -0.3249
0.3131 -0.1555 -0.6728
0.6672 0.2067 -0.3165
-0.3874 -0.0941 0.1042
-0.6264 0.1616 -0.7089

---

DFT (ωB97M-V with the def2-TZVPD basis set) results for a structure of composition C24H21B3CdN3O24.

Results
- orbital gap (eV) = 1.6
- HOMO level (Ha) = -0.2805
- total charge = -1
- LUMO (eV) = -6.02

Atoms and positions in Å:
Cd -2.291 0.063 1.020
O 3.100 -0.074 1.659
C 4.331 0.091 1.759
O 5.054 0.699 0.955
B 6.463 0.429 1.203
O 6.465 -0.281 2.476
C 5.261 -0.694 2.716
O 4.901 -1.461 3.597
O 7.346 1.596 1.354
C 8.357 1.589 0.472
O 9.319 2.372 0.395
C 8.095 0.338 -0.436
O 7.029 -0.326 0.057
O 8.746 -0.001 -1.419
O 1.990 4.634 -3.270
C 2.206 3.840 -4.152
O 3.018 4.058 -5.156
B 3.466 2.798 -5.738
O 2.423 1.845 -5.224
C 1.705 2.393 -4.207
O 0.922 1.899 -3.351
O 3.490 2.854 -7.238
C 4.711 2.422 -7.670
O 4.907 2.273 -8.889
C 5.618 2.096 -6.443
O 4.869 2.339 -5.366
O 6.615 1.421 -6.501
O 0.249 -4.292 -5.361
C 1.305 -4.403 -4.729
O 2.499 -4.629 -5.250
B 3.507 -4.782 -4.162
O 2.727 -4.507 -2.889
C 1.471 -4.188 -3.138
O 0.607 -3.706 -2.429
O 4.641 -3.847 -4.322
C 5.773 -4.466 -4.610
O 6.873 -4.082 -4.988
C 5.391 -6.016 -4.495
O 4.074 -6.114 -4.143
O 6.232 -6.895 -4.776
C -7.219 -5.234 -2.243
C -7.759 -4.320 -3.320
C -8.127 -2.891 -2.744
C -7.127 -2.310 -1.909
N -6.280 -1.897 -1.197
H -7.214 -6.296 -2.489
H -7.867 -5.157 -1.370
H -6.157 -4.995 -2.171
H -8.691 -4.713 -3.727
H -7.011 -4.124 -4.089
H -9.030 -2.945 -2.136
H -8.335 -2.163 -3.529
C -6.937 -2.259 8.559
C -5.756 -1.370 9.037
C -4.422 -1.757 8.390
C -4.288 -1.428 6.966
N -4.222 -1.168 5.852
H -6.894 -3.207 9.095
H -6.933 -2.510 7.498
H -7.916 -1.846 8.803
H -5.466 -1.632 10.055
H -5.940 -0.320 8.812
H -4.109 -2.795 8.507
H -3.691 -1.091 8.847
C -0.029 7.994 4.079
C -1.508 8.030 4.272
C -2.239 7.592 2.964
C -2.276 6.162 2.640
N -2.257 4.982 2.456
H 0.315 8.533 3.196
H 0.395 7.003 3.912
H 0.353 8.432 5.001
H -1.755 9.054 4.551
H -1.832 7.430 5.122
H -1.959 8.020 2.001
H -3.280 7.910 2.999

Forces on the atoms, in the same order (eV/Å):
0.1674 0.0011 -0.0887
2.7407 0.6875 0.8569
-5.3185 -2.8495 0.2449
1.4204 2.4327 -2.1911
1.9401 0.3758 -0.6849
0.4985 -0.6564 -0.2129
-1.1598 -1.5262 3.3486
0.6038 1.3363 -1.7907
0.5703 0.6388 -0.4955
1.8482 1.6325 0.0303
-3.3296 -2.4937 0.3846
1.0136 -1.3891 -2.1294
0.6170 0.8572 0.1354
-1.5484 0.9579 2.5294
-0.3804 -0.7208 -0.7037
0.2689 1.9362 1.4430
0.7268 0.0677 -0.1968
0.1733 -0.4095 -1.1408
-1.2834 -0.2051 1.7047
-0.8766 -2.3982 1.6857
2.8740 1.4082 -3.9072
1.6247 -0.6366 1.3226
-1.6575 0.4995 -4.1619
0.2530 0.3233 3.9905
-0.5362 -2.0997 0.0710
-0.5477 0.7103 -0.2058
-0.7122 1.5132 0.1421
2.7994 -0.3939 1.9940
-2.3599 0.5524 -2.2288
-0.5393 0.0325 1.0445
-0.1392 0.3595 0.4257
-0.4843 0.2232 -0.2311
-0.5317 0.9808 0.2000
1.7803 -1.2830 -1.1010
0.1639 0.6723 -0.1308
1.4922 -0.6584 -0.9636
-3.1761 -0.4275 1.2921
2.4547 -2.3209 -0.9798
2.2021 -0.3385 -0.6225
-3.7228 2.6323 1.3496
0.1862 -0.3132 -0.5285
-0.4902 1.2170 0.2470
-0.7445 -0.8467 -0.6440
3.8479 1.4308 3.0202
-2.7058 -1.1835 -2.2857
-0.2679 0.0254 -0.4809
0.6540 0.2152 0.4500
-0.1405 0.1602 1.1102
0.1545 0.0644 -0.3612
-0.2042 -0.3910 -0.2365
-0.1523 -0.1498 -0.0012
-0.0750 -0.1940 -0.2538
0.2489 -0.1026 0.6585
-0.0370 -1.5313 -1.0588
0.6264 0.9311 -0.9155
-0.5327 -0.2705 0.0872
0.0907 0.1061 -0.2975
0.0570 -0.1410 -0.0355
0.1992 0.3305 -0.0800
0.1057 0.2411 -0.0270
-0.9504 0.7916 0.4692
0.0405 -0.0050 0.5680
-0.2012 0.0075 0.3006
0.3713 -0.3463 0.2842
0.8874 -0.2379 0.3633
-0.4110 -0.2790 -1.4110
-1.3083 0.0833 -0.1005
0.4482 -5.0912 0.1624
-0.1749 4.9458 0.6107
-0.2074 0.5086 0.1873
-0.1960 -0.2263 0.4119
0.7884 -0.0718 -0.2509
-0.4436 0.0601 -0.4149
0.0035 -0.2836 -0.1945
0.8830 0.6462 0.3331
-0.2796 -0.1243 0.2856

---

DFT (ωB97M-V with the def2-TZVPD basis set) results for a structure of composition C24H21BClCsN10O6.

Results
- orbital gap (alpha / beta) (eV) = 7.7 / 7.5
- HOMO level (alpha / beta) (Ha) = -0.2093 / -0.2097
- total charge = -1
- LUMO (alpha / beta) (eV) = 1.98 / 1.82
- spin multiplicity = 2

Atoms and positions in Å:
Cs 0.318 0.338 -0.343
C 3.191 -2.758 -0.677
C 2.170 -3.152 0.698
N 2.303 -2.141 1.563
N 3.023 -1.179 0.953
C 3.597 -1.487 -0.199
B 3.323 0.130 1.791
N 3.182 1.392 0.918
C 3.120 2.657 1.375
C 2.986 3.505 0.304
C 2.982 2.646 -0.804
N 3.110 1.380 -0.438
N 2.351 0.241 2.970
C 2.567 -0.079 4.261
C 1.396 0.110 4.955
C 0.499 0.556 3.977
N 1.073 0.632 2.791
N 4.739 -0.040 2.351
C 5.425 -1.179 2.581
C 6.564 -0.852 3.280
C 6.469 0.539 3.449
N 5.373 1.019 2.888
H 3.754 -3.398 -1.344
H 1.923 -4.148 1.051
H 4.347 -0.841 -0.620
H 3.176 2.847 2.432
H 2.892 4.576 0.318
H 2.875 2.879 -1.852
H 3.539 -0.410 4.585
H 1.225 -0.040 6.006
H -0.536 0.843 4.087
H 5.040 -2.126 2.244
H 7.342 -1.515 3.615
H 7.154 1.211 3.941
O -3.823 3.071 -4.853
C -3.172 2.512 -4.011
C -2.019 1.540 -4.247
O -1.603 1.173 -5.314
C -1.531 1.095 -2.882
C -2.317 1.813 -1.942
O -2.161 1.604 -0.581
C -3.338 2.628 -2.504
O -4.210 3.279 -1.935
O -0.614 0.285 -2.708
C -5.890 -3.153 1.784
C -4.552 -2.560 1.460
C -3.788 -1.907 2.418
C -2.555 -1.380 2.061
N -2.052 -1.461 0.837
C -2.777 -2.092 -0.081
C -4.018 -2.650 0.178
H -6.184 -2.929 2.808
H -5.870 -4.237 1.665
H -6.659 -2.766 1.115
H -4.144 -1.805 3.435
H -1.938 -0.874 2.797
H -2.343 -2.150 -1.074
H -4.555 -3.144 -0.621
Cl -0.716 3.483 0.658
C -2.308 2.691 0.277
H -2.954 3.447 -0.156
H -2.676 2.296 1.219
O 1.199 -3.830 -1.365
N 1.762 -2.916 -0.671

Forces on the atoms, in the same order (eV/Å):
1.1232 -0.7173 1.6082
-0.0959 0.0883 -0.6054
-0.9482 -0.5950 -0.1119
0.5886 0.2463 0.1726
-0.3369 0.6756 0.1804
0.1554 0.0060 0.1991
-0.0934 -0.1384 -0.1547
0.1082 0.0173 -0.2445
-0.0616 -0.0226 0.3245
-0.0140 0.0573 -0.0013
0.0848 -0.1248 -0.0567
0.2751 -0.0518 0.0553
-0.1689 0.0693 0.0895
0.1973 -0.0730 0.0357
0.1635 -0.0523 0.0677
-0.1435 0.0739 -0.0681
-0.0245 0.0159 -0.2500
0.1450 0.0961 0.0174
-0.0305 -0.0825 -0.0518
-0.0301 -0.0979 0.0375
0.0238 0.0697 -0.0766
-0.0313 0.1507 0.0702
-0.0035 0.0784 -0.0718
-0.0365 0.0572 0.0357
0.0743 -0.0268 0.0965
-0.0123 0.0599 0.0237
0.0042 0.0291 0.0170
0.0322 0.0435 -0.0226
0.0310 -0.0216 0.0579
-0.0055 -0.0108 0.0437
-0.0316 0.0121 0.0101
0.0283 -0.0623 -0.0079
0.0184 -0.0354 0.0139
0.0371 0.0183 0.0201
0.0820 -0.1229 0.1129
-0.0520 0.2534 -0.1277
-0.1084 -0.2007 -0.1841
-0.0004 0.1016 0.1317
-0.0876 0.2731 -0.1382
0.2328 -0.0599 0.2285
-0.4290 0.1394 -0.3968
-0.2792 0.0310 0.0419
0.1208 -0.0051 -0.0698
-0.7755 0.0173 -1.2487
-0.0829 -0.0400 0.0185
0.1071 0.0372 -0.0468
-0.0208 -0.0079 -0.0291
-0.0233 0.0055 0.1138
0.1505 0.0158 -0.0148
-0.0866 -0.0188 -0.0792
0.0553 0.0336 0.0152
-0.0035 0.0029 0.0148
-0.0010 -0.0115 0.0001
-0.0067 0.0075 -0.0093
-0.0148 -0.0056 0.0156
0.0106 0.0016 0.0152
-0.0004 -0.0054 -0.0292
-0.0484 -0.0275 0.0088
-0.1296 -0.0117 -0.1291
-0.2119 0.0132 -0.1200
0.0157 0.0108 0.1542
0.0185 0.1145 -0.0017
-0.0845 0.0565 0.0622
0.6310 -0.3500 0.2374

---

DFT (ωB97M-V with the def2-TZVPD basis set) results for a structure of composition C24H21Br4F6N3O6S2SbTi.

Results
- orbital gap (alpha / beta) (eV) = 4.9 / 3.8
- HOMO level (alpha / beta) (Ha) = -0.0440 / -0.1266
- total charge = -2
- LUMO (alpha / beta) (eV) = 3.65 / 0.33
- spin multiplicity = 4

Atoms and positions in Å:
Ti -0.246 -0.347 1.206
C 1.726 -4.961 -2.181
C 0.230 -5.017 -2.454
N -0.298 -3.776 -3.008
C 0.063 -3.454 -4.380
C -1.162 -3.283 -5.267
C -0.635 -2.733 -2.175
S -1.098 -3.161 -0.548
N -0.665 -1.528 -2.643
C -0.893 -0.410 -1.913
O -0.736 -0.349 -0.596
C -1.191 0.810 -2.613
C -1.209 2.046 -1.939
C -1.530 3.215 -2.601
C -1.829 3.200 -3.961
C -1.788 1.989 -4.647
C -1.475 0.812 -3.994
H 2.048 -5.852 -1.644
H 1.948 -4.105 -1.541
H 2.302 -4.861 -3.104
H -0.286 -5.242 -1.518
H -0.018 -5.826 -3.146
H 0.687 -4.271 -4.749
H 0.661 -2.539 -4.398
H -1.754 -4.201 -5.291
H -0.867 -3.033 -6.289
H -1.788 -2.480 -4.881
H -0.947 2.073 -0.894
H -1.540 4.148 -2.049
H -2.087 4.117 -4.478
H -2.010 1.963 -5.709
H -1.449 -0.126 -4.532
Br -5.711 3.873 1.088
C -3.947 3.205 1.250
C -2.861 4.061 1.165
Br -3.103 5.915 0.873
C -1.561 3.548 1.277
Br -0.013 4.623 1.146
C -1.360 2.191 1.454
O -0.182 1.596 1.479
C -2.467 1.311 1.569
O -2.147 0.055 1.746
C -3.748 1.833 1.457
Br -5.174 0.600 1.587
F 1.522 -0.461 0.800
Sb 1.941 -3.986 1.818
F 1.561 -5.769 0.912
F 3.700 -4.680 2.197
F 1.101 -4.769 3.359
F 2.463 -2.455 3.170
F -0.565 -1.992 1.883
N 0.785 -0.332 3.330
C 1.457 0.849 3.632
C 0.786 1.924 4.231
C 1.446 3.099 4.486
C 2.798 3.216 4.145
C 3.470 2.155 3.536
C 2.803 0.976 3.281
S 3.635 4.679 4.495
O 4.998 4.566 4.083
O 2.885 5.833 3.922
O 3.407 5.043 5.916
H 0.016 -0.557 3.948
H 1.432 -1.141 3.224
H -0.270 1.829 4.456
H 0.927 3.937 4.932
H 4.513 2.269 3.275
H 3.295 0.137 2.809

Forces on the atoms, in the same order (eV/Å):
0.1766 0.2515 -0.5568
0.0272 0.0141 0.0197
0.0603 -0.0036 0.0635
-0.0709 -0.0171 -0.0636
0.0160 0.0248 0.0147
-0.0190 -0.0001 -0.0034
0.0141 0.0096 -0.0347
0.0087 -0.0704 0.0310
-0.0486 0.0139 0.0131
0.1964 0.2538 0.1436
-0.1657 -0.6542 0.0793
-0.0106 0.1260 -0.0812
-0.0033 -0.0672 -0.0186
-0.0027 0.0191 -0.0220
0.0025 -0.0070 0.0218
-0.0085 0.0086 -0.0247
0.0089 -0.0088 0.0394
0.0058 0.0063 -0.0009
0.0028 -0.0138 -0.0008
-0.0197 0.0039 -0.0120
-0.0368 -0.0019 -0.0202
0.0051 0.0044 -0.0086
-0.0090 -0.0027 -0.0078
0.0135 -0.0061 -0.0105
0.0073 -0.0022 0.0003
0.0047 0.0026 -0.0011
0.0013 -0.0052 -0.0020
0.0052 0.0027 0.0021
0.0010 -0.0046 0.0012
0.0040 0.0026 -0.0003
0.0003 -0.0011 0.0018
-0.0011 0.0051 0.0027
0.0050 0.0040 0.0033
-0.0668 -0.0388 0.0076
0.0341 0.0901 0.0002
-0.0046 -0.0180 0.0095
0.0941 -0.0263 0.0582
-0.0333 -0.0027 -0.0063
0.0371 0.0208 0.0095
-0.0731 0.0851 -0.1556
0.0226 0.0718 0.0377
-0.0285 0.1031 0.0780
-0.0304 -0.0983 0.0875
0.0154 0.0208 -0.0050
0.0587 0.0318 -0.0276
-0.0045 -0.0463 -0.0182
0.0300 0.0562 0.0362
-0.0070 -0.0148 0.0055
0.0196 0.0411 -0.0409
-0.0173 -0.0009 0.0122
-0.0708 -0.1962 0.1079
0.0789 0.0936 -0.0159
-0.0747 0.0132 0.1550
0.0042 -0.0790 -0.0205
0.0818 0.0943 0.0201
-0.1211 -0.1930 -0.0626
-0.0138 0.0602 0.0392
-0.0226 -0.0040 -0.0043
0.0532 0.1213 0.0252
0.0558 -0.0125 0.0000
-0.0392 -0.0192 0.0029
-0.0024 -0.0062 -0.0067
0.0110 0.0559 0.0536
-0.1732 -0.0840 0.0543
0.0000 -0.0014 0.0084
0.0019 -0.0023 0.0009
0.0065 -0.0045 -0.0061
0.0075 0.0021 -0.0081

---

no.,molar mass (g mol⁻¹)
1,596.73
2,880.28
3,724.67
4,1114.81